Formula: C3H10N2O
Source: the Open Molecules 2025 dataset
Level of theory: the ωB97M-V functional and the def2-TZVPD basis

Output
Max |F|: 4.5 eV Å⁻¹
Molar mass: 90.13 g/mol
HOMO-LUMO gap: 10.1 eV
Energy: -304.98081 Ha
SMILES string: C=CN.NCO

Cartesian coordinates (Å):
O -1.237 0.157 1.560
N 0.789 -1.175 1.302
N -1.031 0.146 -1.644
C 0.402 0.245 -1.425
C 1.082 1.465 -1.240
C -0.485 -0.938 2.086
H 2.163 1.483 -1.162
H 0.832 -0.700 -1.456
H 0.547 2.410 -1.074
H -1.100 0.059 -2.645
H -0.184 -0.641 3.116
H 1.250 -0.312 1.068
H -1.313 0.009 0.531
H -1.165 -1.761 2.027
H -1.253 1.167 -1.430
H 0.703 -1.613 0.387

These are the Mulliken partial charges, in e, on atoms 1 to 5:
1 O -0.54
2 N -0.66
3 N -0.63
4 C -0.42
5 C -0.69